# 1
Entry from OMol25: a single C12H17N molecule at a distorted geometry (wB97M-V/def2-TZVPD).

For the gap between HOMO and LUMO, the calculation gives 8.438 eV. As for the net charge: 0. The calculation puts the energy relative to the best compared isomer or geometry (same formula, charge and spin) at 178.2 kcal per mole. The SMILES is CCN1CC[C@@H](C)c2ccccc21. Its LUMO energy is 0.033 Eh. The calculation puts the energy at -14202.609 eV.

Each line ends with the natural charge from an NBO analysis.
Cartesian coordinates (Å):
N (-1.173, -0.218, -0.423)  -0.423
C (0.626, 1.925, -0.106)  -0.236
C (3.015, -1.313, -0.021)  -0.313
C (1.067, 0.497, -0.219)  -0.087
C (-2.484, -1.212, -0.448)  -0.192
C (2.069, -2.224, -0.125)  -0.178
C (2.333, -0.032, 0.095)  -0.147
C (0.166, -0.461, -0.134)  0.136
C (-1.631, 1.219, -0.242)  -0.227
C (-0.703, 2.117, -1.027)  -0.408
C (-2.815, -1.785, 0.945)  -0.656
C (0.567, -1.827, -0.071)  -0.272
C (0.553, 2.757, 1.337)  -0.583
H (2.934, 0.841, -0.011)  0.184
H (2.038, -3.448, 0.272)  0.212
H (-3.272, -0.593, -0.745)  0.199
H (-1.858, -1.516, 1.695)  0.228
H (1.508, 2.777, 1.754)  0.222
H (-0.360, -2.642, 0.099)  0.215
H (-0.905, 3.144, -1.180)  0.212
H (-0.593, 1.779, -2.060)  0.213
H (-2.280, -2.159, -1.116)  0.214
H (-0.211, 2.257, 1.822)  0.204
H (-1.812, 1.742, 0.694)  0.178
H (-2.567, 1.177, -0.677)  0.186
H (0.175, 3.771, 0.873)  0.211
H (1.456, 2.122, -0.842)  0.227
H (4.104, -1.696, -0.065)  0.247
H (-3.290, -2.912, 1.171)  0.232
H (-3.435, -1.081, 1.371)  0.201

---

# 2
Entry from OMol25: a molecular structure, C13H30F2NO5SrY at a distorted geometry (wB97M-V/def2-TZVPD).

For the gap between HOMO and LUMO (spin up / spin down), the calculation gives 3.092 / 4.742 eV. As for the net charge: +1. Its multiplicity is 2. Its LUMO energy (spin up / spin down) is -0.149 / -0.137 Eh. The calculation puts the energy at -33002.590 eV.

Each line ends with the natural charge from an NBO analysis.
Cartesian coordinates (Å):
Y (0.986, 1.458, 1.782)  1.963
Sr (3.619, 2.286, -1.336)  1.603
F (1.474, 3.167, 0.163)  -0.892
F (2.607, 0.534, 0.327)  -0.901
O (-0.389, 0.730, 3.566)  -0.807
O (5.786, 0.994, -1.154)  -0.869
O (4.804, -1.001, 0.963)  -0.727
O (-0.851, 0.589, 0.390)  -0.920
O (1.224, -0.987, 2.282)  -0.787
N (-1.577, 0.400, -0.822)  -0.210
C (-2.876, 1.161, -1.052)  0.122
C (-2.504, 2.746, -1.012)  -0.610
C (-1.538, -1.075, -1.361)  0.108
C (-3.889, 0.973, 0.085)  -0.639
C (-0.179, -0.590, 4.173)  -0.097
C (-0.088, -1.384, -1.783)  -0.610
C (6.564, 0.433, 0.000)  -0.082
C (-1.980, -2.210, -0.438)  -0.638
C (0.270, -1.618, 3.138)  -0.089
C (-3.617, -0.450, -2.668)  -0.406
C (5.788, -0.045, 1.293)  -0.106
C (-3.499, 0.983, -2.467)  -0.405
C (-2.296, -1.112, -2.688)  -0.381
H (-1.426, 2.852, -1.132)  0.220
H (-1.208, -2.281, 0.328)  0.197
H (0.699, -1.102, -1.085)  0.207
H (5.314, 0.793, 1.806)  0.179
H (-4.756, 1.603, -0.110)  0.211
H (7.290, 1.197, 0.281)  0.187
H (-4.522, 1.322, -2.633)  0.223
H (-1.077, 1.152, 4.086)  0.528
H (-4.027, -0.946, -1.789)  0.199
H (-2.494, -2.167, -2.881)  0.206
H (-4.073, -0.660, -3.636)  0.209
H (-2.131, -3.197, -0.874)  0.219
H (-0.540, -2.009, 2.520)  0.208
H (-2.997, 1.499, -3.285)  0.209
H (0.078, -2.449, -1.949)  0.202
H (7.111, -0.343, -0.536)  0.196
H (-4.290, -0.034, 0.203)  0.199
H (-1.709, -0.648, -3.481)  0.193
H (0.232, -1.002, -2.753)  0.199
H (-2.666, 3.195, -0.032)  0.195
H (6.442, -0.352, 2.110)  0.215
H (-3.639, 1.277, 1.102)  0.212
H (1.834, -1.614, 1.886)  0.528
H (-2.901, -1.941, 0.079)  0.212
H (4.008, -0.475, 0.853)  0.498
H (6.284, 0.968, -1.975)  0.504
H (-1.037, -0.943, 4.745)  0.220
H (0.634, -0.560, 4.899)  0.194
H (0.728, -2.473, 3.636)  0.204
H (-3.002, 3.357, -1.765)  0.205

---

# 3
Entry from OMol25: 7 unconnected molecules or ions with the total composition C42H56ClF18N3O14 at a distorted geometry (wB97M-V/def2-TZVPD).

For the gap between HOMO and LUMO, the calculation gives 8.562 eV. As for the net charge: 0. The SMILES is CNCc1c(N)c2c(c(C[C@H](C)Cl)c1CCC(C)C)C(=O)NC2=O.CCOC(=O)C(F)(F)F.CCOC(=O)C(F)(F)F.CCOC(=O)C(F)(F)F.CCOC(=O)C(F)(F)F.CCOC(=O)C(F)(F)F.CCOC(=O)C(F)(F)F. Its LUMO energy is -0.013 Eh. The calculation puts the energy at -139035.708 eV.

Each line ends with the Löwdin charge.
Cartesian coordinates (Å):
Cl (-0.619, 7.141, 6.908)  0.542
F (0.673, -4.118, 9.697)  0.163
F (1.652, -5.730, 8.644)  0.162
F (-1.737, -3.452, 0.157)  0.158
F (-3.421, -3.462, -10.615)  0.133
F (-0.489, -3.587, 1.912)  0.132
F (-2.511, 2.826, 2.412)  0.154
F (-0.848, -5.337, 0.710)  0.165
F (0.319, -6.176, -4.997)  0.160
F (2.197, -3.687, 8.233)  0.159
F (-4.473, 2.557, 3.266)  0.165
F (7.948, 3.880, -2.621)  0.156
F (-5.073, -2.808, -9.394)  0.170
F (2.105, -4.965, -5.121)  0.141
F (8.191, 5.410, -1.115)  0.160
F (-4.249, 3.640, 1.423)  0.161
F (-3.289, -1.606, -9.501)  0.150
F (1.967, -6.818, -6.218)  0.173
F (8.987, 5.706, -3.099)  0.163
O (1.048, -5.101, -8.169)  0.177
O (-3.546, 1.445, 0.063)  0.029
O (-5.636, -0.749, -11.006)  0.030
O (1.944, 4.377, -0.720)  0.113
O (-0.256, -4.130, -6.620)  0.028
O (6.523, 6.884, -3.450)  0.168
O (1.958, 7.246, 2.828)  0.125
O (-0.014, -3.545, 6.600)  0.159
O (0.596, -4.383, -1.329)  0.041
O (5.593, 5.124, -2.408)  0.032
O (1.435, -2.855, 0.087)  0.159
O (-4.321, 0.233, 1.789)  0.171
O (-0.761, -5.446, 7.532)  0.032
O (-4.329, -1.716, -12.555)  0.178
N (1.275, 1.712, 0.697)  0.093
N (1.646, -0.397, 3.044)  -0.096
N (1.702, 6.108, 0.856)  0.137
C (-1.963, -4.065, -8.353)  -0.051
C (0.918, 5.411, 5.315)  -0.165
C (0.767, 2.937, 4.335)  -0.078
C (-0.617, -4.015, 0.650)  -0.518
C (1.005, 4.375, 4.169)  -0.099
C (1.269, -5.742, -5.844)  -0.517
C (-4.983, 0.059, -1.322)  -0.059
C (-3.798, 2.577, 2.111)  -0.527
C (1.674, -4.126, -2.251)  -0.193
C (0.686, -4.979, -7.035)  -0.389
C (4.280, 5.639, -2.699)  -0.194
C (1.652, 0.224, 6.811)  -0.370
C (-1.609, 5.711, 4.735)  -0.112
C (-3.587, 0.280, -0.777)  -0.200
C (1.740, 4.737, 0.397)  -0.365
C (6.621, 5.855, -2.845)  -0.391
C (1.159, 2.542, 1.880)  -0.159
C (-3.943, 1.271, 1.327)  -0.388
C (2.910, -4.906, -1.857)  -0.051
C (-6.232, 0.079, -12.020)  -0.199
C (0.821, 2.007, 3.199)  -0.053
C (1.333, 4.816, 2.852)  -0.013
C (0.447, 2.370, 5.757)  -0.107
C (0.081, -4.417, 7.415)  -0.383
C (1.810, 1.726, 6.318)  -0.134
C (1.129, -1.776, 3.318)  -0.125
C (-1.853, -5.475, 6.596)  -0.198
C (-0.863, -3.311, -7.638)  -0.185
C (7.943, 5.210, -2.423)  -0.528
C (-4.695, -1.599, -11.423)  -0.385
C (1.159, -4.488, 8.499)  -0.527
C (-0.529, 5.615, 5.886)  -0.687
C (0.606, -3.672, -0.203)  -0.384
C (-4.121, -2.373, -10.234)  -0.510
C (1.406, 3.954, 1.681)  -0.001
C (-7.333, -0.668, -12.744)  -0.060
C (2.764, -0.682, 6.166)  -0.096
C (0.520, 0.503, 3.389)  -0.187
C (1.905, 0.212, 8.391)  -0.086
C (3.858, 5.263, -4.103)  -0.057
C (1.685, 6.212, 2.295)  -0.367
C (-1.414, -6.077, 5.277)  -0.058
H (0.790, 0.825, 0.817)  0.062
H (-0.653, -5.460, 4.797)  0.073
H (2.611, 1.010, 8.717)  0.072
H (-4.994, -0.778, -2.022)  0.083
H (-7.836, -0.014, -13.457)  0.084
H (1.850, -2.566, 3.010)  0.094
H (-0.109, -2.942, -8.336)  0.130
H (0.624, -0.189, 6.673)  0.117
H (3.699, -4.774, -2.599)  0.084
H (4.244, 6.719, -2.544)  0.129
H (-0.873, 4.798, 6.555)  0.077
H (0.155, -1.877, 2.781)  0.065
H (1.330, -4.451, -3.226)  0.093
H (-0.376, 1.627, 5.697)  0.107
H (2.833, 5.584, -4.295)  0.083
H (-5.339, 0.954, -1.835)  0.084
H (-6.650, 0.945, -11.507)  0.126
H (-5.474, 0.449, -12.712)  0.127
H (1.665, 5.238, 6.134)  0.129
H (3.122, -0.309, 5.170)  0.063
H (1.877, -3.056, -2.321)  0.131
H (-2.695, -4.446, -7.636)  0.097
H (3.289, -4.579, -0.887)  0.078
H (-6.934, -1.528, -13.285)  0.079
H (-2.564, 6.155, 5.095)  0.074
H (1.742, -0.388, 2.024)  0.071
H (0.935, 0.277, 8.942)  0.075
H (0.886, -1.845, 4.408)  0.063
H (2.284, 1.566, 0.591)  0.110
H (-2.895, 0.466, -1.598)  0.126
H (-3.222, -0.598, -0.240)  0.119
H (0.184, 3.183, 6.467)  0.085
H (-1.564, -4.927, -8.891)  0.091
H (0.949, 6.622, 0.398)  0.156
H (2.258, 2.349, 7.127)  0.104
H (-0.974, -7.064, 5.434)  0.085
H (-1.762, 4.652, 4.395)  0.073
H (2.559, 1.728, 5.483)  0.109
H (3.672, -0.809, 6.805)  0.082
H (-8.068, -1.051, -12.034)  0.084
H (-2.629, -6.094, 7.045)  0.126
H (1.211, 6.399, 4.867)  0.102
H (3.923, 4.182, -4.246)  0.083
H (-0.330, 0.248, 2.682)  0.125
H (-5.690, -0.153, -0.519)  0.079
H (4.510, 5.723, -4.848)  0.076
H (2.325, -1.692, 5.957)  0.056
H (2.367, -0.776, 8.657)  0.064
H (2.680, -5.970, -1.770)  0.088
H (-2.262, -6.172, 4.597)  0.084
H (-1.217, 6.307, 3.871)  0.086
H (3.600, 5.188, -1.977)  0.092
H (0.164, 0.226, 4.403)  0.100
H (-1.281, -2.443, -7.128)  0.127
H (-2.274, -4.477, 6.462)  0.126
H (-2.471, -3.424, -9.065)  0.030